Molecular formula: C81H176F4N11O10S4
Method: DFT, the ωB97M-V functional and the def2-TZVPD basis

The geometry in ORCA input format:
```
! wB97M-V def2-TZVPD RIJCOSX def2/J DEFGRID3
* xyz 7 1
C 2.3919 -1.9118 6.6263
C 1.5201 -2.8235 7.4960
C -0.0067 -2.7720 7.0018
N -0.9323 -3.7748 7.8117
C -2.4279 -3.6298 7.3644
C -2.7016 -4.2512 5.8943
C -2.0904 -5.7262 5.7436
C -0.6728 -5.7418 6.2785
C -0.4693 -5.2064 7.6500
C -0.8219 -3.4282 9.3179
H 1.8333 -1.2017 6.0166
H 3.0499 -2.4494 5.9435
H 3.0296 -1.3881 7.3385
H 1.6109 -2.5383 8.5441
H 2.0243 -3.7890 7.4548
H -0.0616 -3.1885 5.9960
H -0.3333 -1.7447 7.1630
H -2.7213 -2.5810 7.4105
H -2.9521 -4.0113 8.2407
H -2.2141 -3.7313 5.0696
H -3.7101 -4.2291 5.4814
H -2.2283 -5.9496 4.6857
H -2.6622 -6.5185 6.2268
H 0.0247 -5.3589 5.5336
H -0.4150 -6.7848 6.4626
H 0.6116 -5.1980 7.7901
H -0.9877 -5.7770 8.4205
H 0.2257 -3.4137 9.6189
H -1.4679 -4.0762 9.9101
H -1.2200 -2.4182 9.4154
C 1.1427 0.4096 2.4492
C 1.0425 -0.7316 1.4908
C 0.7186 -0.1833 0.0279
N 0.1486 -1.2671 -0.9026
C -1.2839 -1.5406 -0.4645
C -2.2362 -0.3961 -0.9707
C -2.0073 0.1124 -2.3934
C -0.5111 0.3904 -2.6564
C 0.3022 -0.8424 -2.3822
C 0.9301 -2.6008 -0.7148
H 1.9732 1.0496 2.1512
H 1.2804 0.1668 3.5029
H 0.2361 1.0125 2.3972
H 0.2889 -1.3667 1.9563
H 1.9692 -1.2949 1.3810
H 1.6425 0.1530 -0.4425
H 0.0502 0.6777 0.0239
H -1.3752 -1.6805 0.6126
H -1.5465 -2.4500 -1.0051
H -2.2672 0.5333 -0.4020
H -3.2461 -0.8052 -0.9413
H -2.5473 1.0351 -2.6058
H -2.2816 -0.6682 -3.1030
H -0.3731 1.2542 -2.0060
H -0.3397 0.8091 -3.6481
H 1.3801 -0.6831 -2.3525
H 0.0418 -1.6893 -3.0169
H 1.9842 -2.3665 -0.5664
H 0.6920 -3.2779 -1.5351
H 0.6350 -3.0949 0.2108
C 3.9388 7.0242 0.2419
C 5.0673 5.9214 0.0152
C 4.6565 4.5389 -0.5307
N 5.8360 3.4498 -0.7567
C 6.6189 3.1014 0.4640
C 5.8862 2.0759 1.4111
C 5.2453 0.8547 0.6682
C 4.3981 1.3249 -0.5148
C 5.2458 2.2120 -1.4888
C 6.8314 4.0867 -1.7622
H 3.4336 7.2356 -0.7005
H 4.2903 7.8785 0.8204
H 3.2260 6.6313 0.9669
H 5.6681 5.8541 0.9222
H 5.8641 6.4090 -0.5464
H 4.1347 4.6501 -1.4812
H 4.0984 3.9199 0.1718
H 6.9165 4.0083 0.9905
H 7.5664 2.6841 0.1232
H 5.0245 2.5979 1.8270
H 6.5046 1.8237 2.2725
H 4.7666 0.2038 1.3998
H 6.0202 0.1913 0.2842
H 3.4527 1.8352 -0.3306
H 4.1107 0.4002 -1.0152
H 4.6331 2.7027 -2.2450
H 6.1141 1.7712 -1.9785
H 6.3762 4.5538 -2.6355
H 7.5610 3.3037 -1.9687
H 7.2830 4.8589 -1.1395
C -0.3356 9.3274 -0.8694
C -0.1830 8.7310 -2.2258
C 0.4553 7.3219 -2.2357
N 0.7500 6.6862 -3.6006
C 1.2411 5.2400 -3.4036
C 0.1252 4.2608 -3.0106
C -1.1140 4.4059 -3.9189
C -1.6512 5.8766 -4.0929
C -0.5143 6.7290 -4.5450
C 1.8875 7.5038 -4.3243
H -1.1106 8.8442 -0.2744
H -0.6318 10.3691 -0.9931
H 0.5746 9.3872 -0.2727
H 0.3984 9.3638 -2.8963
H -1.1851 8.6745 -2.6510
H -0.1606 6.5961 -1.7047
H 1.4171 7.2261 -1.7319
H 2.0653 5.1408 -2.6971
H 1.4874 4.9025 -4.4103
H -0.3772 4.3864 -2.0515
H 0.6017 3.2826 -3.0749
H -1.8143 3.6701 -3.5236
H -0.8399 4.1102 -4.9316
H -1.9153 6.1984 -3.0855
H -2.5191 5.9493 -4.7483
H -0.8385 7.7691 -4.5784
H -0.1978 6.4593 -5.5526
H 2.2480 6.9686 -5.2027
H 2.7689 7.5277 -3.6835
H 1.4586 8.4556 -4.6379
C -0.2952 3.2898 -8.2891
C 0.9868 3.0551 -7.5053
C 1.4605 1.5833 -7.5501
N 2.8611 1.2234 -6.9069
C 2.7722 1.3705 -5.3582
C 3.9920 0.8944 -4.6213
C 4.2025 -0.6562 -4.9070
C 4.3640 -0.9012 -6.4189
C 3.2288 -0.2250 -7.2350
C 4.0182 2.0119 -7.5590
H -0.1130 3.0109 -9.3270
H -0.6708 4.3105 -8.2172
H -1.1045 2.6889 -7.8742
H 0.7880 3.3688 -6.4805
H 1.6894 3.8238 -7.8273
H 1.6292 1.3217 -8.5947
H 0.7570 0.8833 -7.0995
H 1.8515 0.8626 -5.0710
H 2.6223 2.4316 -5.1591
H 3.8627 1.0150 -3.5457
H 4.9038 1.3728 -4.9787
H 3.3409 -1.1084 -4.4159
H 5.0635 -1.0652 -4.3783
H 4.4684 -1.9725 -6.5907
H 5.2833 -0.4185 -6.7505
H 2.2998 -0.7920 -7.1758
H 3.6091 -0.3281 -8.2513
H 3.7412 3.0413 -7.3316
H 4.0640 1.8309 -8.6329
H 4.9956 1.8044 -7.1235
C -4.7960 -2.5620 -2.6978
C -3.9316 -3.8363 -2.9454
C -3.4694 -4.2235 -4.3567
N -2.0862 -4.9373 -4.3597
C -1.9239 -5.6817 -5.7575
C -1.6497 -4.7025 -6.9147
C -0.3789 -3.8658 -6.4976
C -0.5055 -3.0586 -5.2010
C -0.8931 -3.9733 -4.0412
C -2.0034 -6.0758 -3.3255
H -5.0180 -2.4791 -1.6339
H -5.7784 -2.7599 -3.1266
H -4.4608 -1.5716 -3.0058
H -4.4022 -4.6974 -2.4708
H -2.9825 -3.6023 -2.4633
H -3.3395 -3.2963 -4.9149
H -4.0608 -4.9802 -4.8723
H -2.8358 -6.2255 -6.0041
H -1.1051 -6.4009 -5.7364
H -2.4856 -4.0076 -6.9952
H -1.5124 -5.2506 -7.8469
H -0.1103 -3.2843 -7.3795
H 0.4830 -4.5325 -6.5255
H -1.2829 -2.3045 -5.3239
H 0.3854 -2.5285 -4.8643
H -1.1320 -3.4474 -3.1168
H -0.0122 -4.5109 -3.6903
H -2.8639 -6.7005 -3.5650
H -2.1910 -5.6646 -2.3336
H -1.2228 -6.8317 -3.4118
C -1.7582 -0.1125 3.7059
C -2.6226 0.7487 4.6281
C -1.9436 2.1204 4.8371
N -2.8305 3.2074 5.5673
C -3.4037 2.4547 6.8296
C -3.9698 3.4621 7.8486
C -3.0578 4.6572 8.2068
C -2.4710 5.4019 6.9302
C -1.8422 4.3803 5.9294
C -4.0626 3.6437 4.6847
H -1.5516 0.2137 2.6866
H -2.2518 -1.0397 3.4148
H -0.8368 -0.4223 4.1989
H -2.8432 0.2820 5.5881
H -3.6058 0.8194 4.1628
H -1.6344 2.5754 3.8961
H -1.1264 1.8895 5.5204
H -2.5465 1.9973 7.3238
H -4.1393 1.7087 6.5287
H -4.0537 3.0194 8.8411
H -4.9363 3.8927 7.5868
H -2.2909 4.2916 8.8896
H -3.6407 5.4193 8.7240
H -1.6872 6.1317 7.1328
H -3.2374 5.9132 6.3477
H -0.9541 3.8731 6.3064
H -1.5899 4.8554 4.9814
H -4.8197 4.0979 5.3239
H -4.5019 2.7692 4.2047
H -3.7436 4.2425 3.8316
C 5.7892 -7.7474 0.7125
C 5.0117 -6.8710 -0.3260
C 3.7289 -6.1919 0.1852
C 3.8970 -4.8804 1.0214
C 4.6992 -3.8191 0.2056
C 6.0480 -4.4248 -0.2474
N 5.9062 -5.7908 -0.8859
O 6.9915 -6.1953 -1.6962
C 7.0359 -4.5572 0.9046
C 6.5809 -3.5533 -1.3829
C 4.6048 -7.8074 -1.4875
H 6.4125 -7.1776 1.4017
H 6.5797 -8.2955 0.1998
H 5.1407 -8.4029 1.2938
H 3.1728 -6.9184 0.7777
H 3.0523 -5.8902 -0.6144
H 4.3431 -5.0463 2.0019
H 2.9327 -4.4114 1.2169
H 4.7603 -2.9220 0.8218
H 4.0407 -3.5955 -0.6337
H 7.3911 -3.5620 1.1722
H 7.9720 -5.0477 0.6377
H 6.5245 -5.0606 1.7251
H 6.1626 -3.8509 -2.3444
H 7.6524 -3.6804 -1.5374
H 6.3015 -2.5150 -1.2041
H 5.4572 -8.3756 -1.8598
H 4.0830 -7.2697 -2.2791
H 3.8674 -8.5631 -1.2167
C -6.3672 -0.4396 0.0268
C -6.1030 -0.4311 1.4605
C -5.6595 1.0211 1.9689
C -6.8242 2.0344 1.8844
C -8.0546 1.6249 2.7218
C -8.6101 0.1832 2.4325
N -7.4514 -0.8021 2.1387
O -7.7762 -2.1035 2.2855
C -9.4565 0.2301 1.1678
C -9.4181 -0.2175 3.6464
C -5.0356 -1.4037 1.8980
H -6.8723 -1.3548 -0.2822
H -5.4056 -0.2894 -0.4638
H -6.9872 0.4014 -0.2839
H -4.9048 1.3858 1.2721
H -5.3327 1.0133 3.0087
H -7.1409 2.2504 0.8640
H -6.4026 2.9920 2.1898
H -8.8763 2.2761 2.4238
H -7.8294 1.8601 3.7620
H -10.4041 0.7686 1.1658
H -9.9033 -0.7165 0.8638
H -8.8614 0.6401 0.3519
H -10.3535 -0.7380 3.4410
H -9.6335 0.5499 4.3899
H -8.7929 -0.8368 4.2896
H -5.2981 -2.4432 1.7012
H -4.5930 -1.3215 2.8907
H -4.1223 -1.2783 1.3164
N -0.7854 4.1146 2.0950
S -1.5926 3.9840 0.8895
O -1.2223 2.9065 -0.0655
O -2.1964 5.2152 0.4698
F -2.9698 3.3451 1.5238
S 0.6256 4.4547 1.2518
O 0.7073 5.7134 0.4912
O 1.3643 3.3236 0.6981
F 1.6018 4.7298 2.4990
N -1.2476 -4.9880 -0.2345
S -0.6126 -6.3142 -0.1221
O -1.4037 -7.4691 -0.5381
O 0.2540 -6.4246 1.0442
F 0.4539 -6.2807 -1.4111
S -2.1555 -4.9908 1.2203
O -1.8381 -4.0033 2.2657
O -2.8675 -6.2208 1.5896
F -3.4656 -4.2747 0.5777
*
```

calculated total energy: -177842.8956 eV
molecular weight: 1668.63 u
lowest unoccupied orbital energy: -14.977 eV